One molecule with the formula C5H6INOS. Source: the Open Molecules 2025 dataset; level of theory: ωB97M-V with the def2-TZVPD basis set.

```
! RIJCOSX wB97M-V def2-TZVPD def2/J DEFGRID3
* xyz 0 1
C 0.016 0.976 -1.259
C -0.816 -1.054 -0.697
C 1.118 1.219 -0.181
C -1.935 -1.076 0.168
C 1.006 0.274 0.916
N -0.761 0.102 -1.540
O 0.011 -1.958 -0.848
S 1.819 -1.226 0.860
I -3.247 0.470 0.312
H 0.083 1.948 -1.876
H 1.980 1.041 -0.747
H 0.903 2.220 0.121
H -2.111 -1.885 0.901
H 0.674 0.670 1.884
H 1.259 -1.720 1.986
*
```

Calculated total energy, Eh: -1019.8460
Molecular weight, g/mol: 255.1
Energy above the lowest of the compared OMol25 structures with the same formula, charge and spin, kcal/mol: 66.7
Maximum force, eV/A: 6.39
LUMO (alpha / beta), eV: -0.36 / -1.53
Orbital gap (alpha / beta), eV: 8.07 / 5.85

natural (NBO) atomic charge list, values in e, 2 entries:
1 C 0.216
2 C 0.467

A 2-piece molecular cluster, C5H11NO overall. Source: the Open Molecules 2025 dataset; level of theory: ωB97M-V with the def2-TZVPD basis set.

```
! RIJCOSX wB97M-V def2-TZVPD def2/J DEFGRID3
* xyz 0 1
C 0.452 -0.423 0.434
C 1.724 -0.335 -0.205
C -0.253 -1.631 -1.739
C -1.020 2.024 1.740
C -0.677 -1.135 -0.316
N -0.038 1.767 0.685
O 0.980 2.386 0.833
H 2.079 -1.367 -0.399
H 1.328 0.131 -1.150
H 2.539 0.217 0.257
H -1.217 -2.022 -2.199
H 0.429 -2.490 -1.512
H 0.090 -0.938 -2.392
H -0.780 2.739 2.486
H -1.295 1.033 2.106
H -1.878 2.436 1.267
H -1.071 -2.036 0.252
H -1.393 -0.357 -0.148
*
```

Calculated total energy, Eh: -326.8494
Molecular weight, g/mol: 101.1
Energy above the lowest of the compared OMol25 structures with the same formula, charge and spin, kcal/mol: 176.9
Maximum force, eV/A: 5.54
LUMO (alpha / beta), eV: 0.02 / 0.13
Orbital gap (alpha / beta), eV: 7.30 / 7.61

natural (NBO) atomic charge list, values in e, 2 entries:
1 C 0.207
2 C -0.794

C25H49EuNO2SSi2 as an isolated structure. Source: the Open Molecules 2025 dataset; level of theory: ωB97M-V with the def2-TZVPD basis set.

```
! RIJCOSX wB97M-V def2-TZVPD def2/J DEFGRID3
* xyz 1 7
O -0.849 -2.408 -1.358
O -1.994 -0.307 -2.611
C 0.461 -2.928 -1.097
C 0.759 -3.431 0.303
H 1.171 -2.133 -1.378
H 0.603 -3.738 -1.829
H 0.833 -2.608 1.021
H 1.726 -3.943 0.274
H 0.025 -4.162 0.657
C -1.767 -2.238 -0.262
C -2.864 -3.282 -0.289
H -2.186 -1.229 -0.379
H -1.232 -2.225 0.704
H -3.470 -3.186 -1.194
H -3.528 -3.148 0.573
H -2.441 -4.294 -0.245
C -3.118 0.609 -2.710
C -1.803 -1.113 -3.800
C -4.192 0.198 -1.738
H -3.499 0.601 -3.746
H -2.740 1.621 -2.491
H -4.530 -0.823 -1.947
H -5.052 0.863 -1.844
H -3.846 0.254 -0.701
C -3.017 -1.937 -4.135
H -0.935 -1.749 -3.589
H -1.537 -0.433 -4.634
H -3.362 -2.508 -3.265
H -2.749 -2.635 -4.932
H -3.823 -1.293 -4.502
H -0.565 -0.169 -1.535
Eu 0.661 1.454 1.440
C 0.086 0.744 -1.163
Si 0.883 1.588 -2.693
H -0.629 1.442 -0.678
H 0.897 0.317 -0.527
C 1.688 0.213 -3.683
C 2.162 2.895 -2.267
C -0.376 2.417 -3.807
C 2.939 0.729 0.654
Si 3.843 1.662 1.983
H 3.233 0.908 -0.389
H 2.893 -0.368 0.791
C 4.833 3.002 1.118
C 4.921 0.532 3.018
C 2.644 2.510 3.198
H 0.132 2.905 -4.651
H -0.938 3.189 -3.266
H -1.103 1.713 -4.230
H 2.576 -0.180 -3.170
H 2.004 0.600 -4.663
H 1.000 -0.623 -3.861
H 2.717 2.708 -1.339
H 1.681 3.880 -2.180
H 2.898 2.963 -3.084
H 5.447 -0.189 2.378
H 4.333 -0.037 3.752
H 5.677 1.111 3.567
H 2.006 1.809 3.775
H 2.016 3.315 2.762
H 3.293 3.009 3.938
H 5.716 3.287 1.707
H 4.224 3.904 0.953
H 5.176 2.639 0.138
S 0.219 -1.580 5.198
C 1.705 -2.081 4.520
C 1.907 -1.542 3.243
C 0.863 -0.680 2.842
C -0.151 -0.629 3.761
C -1.402 0.097 3.655
C -2.457 -0.061 4.573
C -3.638 0.643 4.384
C -3.767 1.473 3.265
C -2.696 1.591 2.373
N -1.533 0.942 2.583
H 2.367 -2.747 5.061
H 2.788 -1.741 2.642
H -2.329 -0.740 5.415
H -4.455 0.541 5.099
H -4.681 2.030 3.070
H -2.755 2.212 1.472
*
```

Calculated total energy, Eh: -2874.4011
Molecular weight, g/mol: 635.9
Maximum force, eV/A: 2.41
LUMO (alpha / beta), eV: -5.10 / -3.47
Orbital gap (alpha / beta), eV: 5.53 / 7.23

Löwdin atomic charge list, values in e, 2 entries:
1 O -0.204
2 O -0.282

A 2-piece molecular cluster, C4H7NO2 overall. Source: the Open Molecules 2025 dataset; level of theory: ωB97M-V with the def2-TZVPD basis set.

```
! RIJCOSX wB97M-V def2-TZVPD def2/J DEFGRID3
* xyz 0 1
C -0.982 -0.051 -1.634
O -2.196 -0.020 -1.114
O -0.179 0.852 -1.602
H -2.275 0.698 -0.458
H -0.843 -0.978 -2.218
C -0.321 -0.367 1.167
C 1.103 -0.678 0.870
C 1.913 0.145 0.224
N -0.848 0.774 1.334
H -0.231 1.550 1.090
H -0.939 -1.219 1.448
H 1.395 -1.688 1.130
H 1.466 1.071 -0.230
H 2.938 -0.091 -0.007
*
```

Calculated total energy, Eh: -361.8047
Molecular weight, g/mol: 101.1
Energy above the lowest of the compared OMol25 structures with the same formula, charge and spin, kcal/mol: 47.8
Maximum force, eV/A: 1.53
LUMO, eV: 0.27
Orbital gap, eV: 10.21
SMILES: [H]/N=C\C=C.O=CO

natural (NBO) atomic charge list, values in e, 2 entries:
1 C 0.654
2 O -0.678

C38H52N11OPS6W as an isolated structure. Source: the Open Molecules 2025 dataset; level of theory: ωB97M-V with the def2-TZVPD basis set.

```
! RIJCOSX wB97M-V def2-TZVPD def2/J DEFGRID3
* xyz 0 1
W -0.807 -0.275 0.402
S -0.092 -1.987 -1.548
C 0.436 -3.074 -0.347
S 0.253 -2.375 1.211
C 0.988 -4.316 -0.545
C 1.355 -5.116 0.577
N 1.642 -5.764 1.486
C 1.213 -4.805 -1.864
N 1.380 -5.192 -2.937
S -0.424 2.335 0.603
S -1.778 3.205 1.856
S -1.641 1.907 3.429
S -2.245 0.251 2.392
C -3.715 1.945 -0.934
C -4.344 0.732 -1.607
C -3.595 0.221 -2.844
C -4.687 -0.432 -0.696
C -6.043 -0.743 -0.662
C -6.532 -1.826 0.035
C -5.635 -2.638 0.692
C -4.263 -2.394 0.705
C -3.454 -3.477 1.402
C -2.538 -4.186 0.403
C -2.792 -3.062 2.712
C -3.777 -1.246 0.023
N -2.406 -0.902 0.062
H -3.779 2.807 -1.605
H -2.672 1.813 -0.678
H -4.242 2.197 -0.014
H -5.314 1.080 -1.968
H -2.761 -0.425 -2.568
H -3.216 1.060 -3.434
H -4.262 -0.365 -3.478
H -6.726 -0.107 -1.210
H -7.592 -2.046 0.047
H -5.998 -3.511 1.220
H -4.203 -4.214 1.700
H -1.968 -3.476 -0.190
H -3.135 -4.777 -0.294
H -1.840 -4.855 0.910
H -2.017 -2.318 2.589
H -2.340 -3.943 3.175
H -3.538 -2.657 3.400
N 7.043 5.992 -4.372
C 6.429 5.165 -3.862
C 5.655 4.132 -3.227
C 4.264 4.200 -3.237
C 3.519 3.202 -2.638
C 4.162 2.141 -2.009
C 5.549 2.073 -1.991
C 6.294 3.063 -2.606
N 3.399 1.126 -1.389
C 3.738 -0.207 -1.229
C 2.689 -0.784 -0.596
N 1.710 0.156 -0.352
C 2.168 1.280 -0.834
H 3.772 5.031 -3.724
H 2.438 3.241 -2.671
H 6.047 1.259 -1.481
H 7.374 3.016 -2.595
H 4.654 -0.621 -1.612
H 2.577 -1.812 -0.298
H 1.675 2.236 -0.778
C 1.604 2.447 3.842
N 1.365 1.185 4.527
C 1.654 1.232 5.948
P 1.281 -0.219 3.662
O 0.789 0.066 2.276
N 2.773 -0.955 3.556
C 3.711 -0.414 2.584
C 3.456 -1.386 4.768
N 0.450 -1.242 4.641
C -0.722 -0.814 5.397
C 0.539 -2.697 4.525
H 0.989 3.234 4.288
H 1.328 2.364 2.793
H 2.657 2.741 3.927
H 0.931 1.876 6.458
H 2.655 1.640 6.130
H 1.603 0.241 6.393
H 3.170 0.054 1.770
H 4.337 -1.213 2.181
H 4.368 0.336 3.047
H 2.754 -1.787 5.494
H 4.012 -0.563 5.236
H 4.170 -2.174 4.516
H -0.795 0.271 5.421
H -0.645 -1.182 6.425
H -1.635 -1.208 4.946
H 1.382 -2.990 3.907
H -0.370 -3.102 4.079
H 0.659 -3.130 5.523
N -0.701 0.658 -1.492
C -0.554 1.037 -2.570
N -0.385 1.456 -3.785
C 0.103 0.527 -4.830
C -0.340 1.050 -6.195
C -1.741 1.646 -6.098
C -1.737 2.917 -5.233
C -0.646 2.853 -4.158
H -0.330 -0.452 -4.626
H 1.189 0.440 -4.761
H -0.312 0.220 -6.902
H 0.365 1.800 -6.563
H -2.407 0.900 -5.657
H -2.135 1.870 -7.088
H -2.713 3.059 -4.770
H -1.547 3.795 -5.853
H -0.925 3.396 -3.256
H 0.290 3.279 -4.527
*
```

Calculated total energy, Eh: -4954.4549
Molecular weight, g/mol: 1086.1
Maximum force, eV/A: 0.74
LUMO, eV: -0.53
Orbital gap, eV: 7.00

natural (NBO) atomic charge list, values in e, 2 entries:
1 W 1.201
2 S -0.046

A 7-piece molecular cluster, C38H88N7O5 overall. Source: the Open Molecules 2025 dataset; level of theory: ωB97M-V with the def2-TZVPD basis set.

```
! RIJCOSX wB97M-V def2-TZVPD def2/J DEFGRID3
* xyz 5 1
N 0.225 -0.689 -0.095
O 0.539 -0.493 1.094
O 0.884 -0.174 -1.058
O -0.844 -1.280 -0.396
C 5.073 -4.249 2.655
C 4.659 -2.828 2.407
O 4.067 -2.136 3.140
N 4.987 -2.307 0.990
H 5.662 -1.532 0.944
H 5.503 -2.980 0.413
C 3.733 -1.747 0.317
H 6.010 -4.236 3.213
H 4.998 -4.834 1.736
H 4.324 -4.766 3.258
H 3.290 -1.009 0.975
H 3.079 -2.600 0.153
H 4.082 -1.370 -0.641
C 2.740 -0.192 -3.661
C 3.519 0.979 -4.199
O 4.510 1.410 -3.724
N 2.888 1.720 -5.382
H 2.460 0.981 -5.954
H 2.061 2.183 -4.986
C 3.823 2.644 -6.127
H 3.368 -0.867 -3.082
H 2.536 -0.869 -4.501
H 1.847 0.055 -3.087
H 4.123 3.382 -5.392
H 3.217 3.094 -6.910
H 4.611 2.023 -6.540
C -5.460 5.954 -0.608
C -4.455 4.814 -0.830
C -4.373 3.920 0.377
N -3.139 2.994 0.408
C -3.182 2.092 -0.822
C -3.142 2.142 1.647
C -1.718 2.095 2.206
C -0.855 2.888 1.204
C -1.841 3.783 0.520
H -6.475 5.589 -0.440
H -5.479 6.584 -1.495
H -5.291 6.610 0.247
H -3.480 5.252 -1.059
H -4.800 4.241 -1.691
H -5.239 3.261 0.419
H -4.232 4.471 1.307
H -3.125 2.735 -1.698
H -4.125 1.559 -0.908
H -2.303 1.464 -0.692
H -3.584 1.144 1.588
H -3.882 2.574 2.326
H -1.315 1.121 2.462
H -1.706 2.734 3.092
H -0.316 2.226 0.518
H -0.075 3.469 1.697
H -1.538 4.163 -0.456
H -2.034 4.687 1.101
C 4.224 3.197 4.233
C 4.060 3.918 2.886
C 3.918 2.968 1.729
N 3.978 3.571 0.352
C 5.436 3.809 -0.034
C 3.340 2.641 -0.650
C 2.856 3.531 -1.797
C 2.521 4.879 -1.114
C 3.283 4.922 0.215
H 4.133 3.948 5.015
H 5.182 2.711 4.416
H 3.466 2.427 4.390
H 4.897 4.601 2.735
H 3.141 4.503 2.944
H 2.982 2.402 1.815
H 4.583 2.097 1.760
H 5.524 4.014 -1.101
H 5.902 2.831 0.075
H 5.806 4.617 0.583
H 4.069 1.898 -0.969
H 2.452 2.121 -0.284
H 3.713 3.596 -2.470
H 2.008 3.142 -2.359
H 2.807 5.639 -1.842
H 1.476 5.113 -0.920
H 3.936 5.771 0.394
H 2.556 4.977 1.023
C -1.943 -6.450 6.081
C -2.623 -5.117 5.722
C -2.656 -4.821 4.218
N -2.391 -3.340 3.868
C -1.008 -2.879 4.265
C -3.431 -2.422 4.493
C -3.815 -1.397 3.443
C -3.795 -2.245 2.147
C -2.569 -3.134 2.339
H -2.746 -7.173 6.202
H -1.502 -6.394 7.076
H -1.155 -6.675 5.367
H -2.170 -4.260 6.237
H -3.615 -5.122 6.177
H -3.686 -4.916 3.879
H -1.874 -5.330 3.662
H -1.023 -2.718 5.338
H -0.767 -2.016 3.655
H -0.319 -3.692 4.040
H -3.104 -1.985 5.431
H -4.307 -3.062 4.607
H -3.081 -0.590 3.435
H -4.812 -1.008 3.640
H -3.678 -1.602 1.278
H -4.663 -2.898 2.068
H -1.658 -2.713 1.919
H -2.619 -4.178 2.034
C 1.524 -4.153 -3.580
C 0.017 -4.082 -3.861
C -0.444 -2.642 -3.821
N -1.952 -2.476 -3.999
C -2.545 -3.006 -5.311
C -2.668 -3.137 -2.833
C -3.997 -2.415 -2.649
C -3.771 -0.995 -3.156
C -2.371 -1.008 -3.815
H 1.956 -3.452 -4.296
H 1.891 -5.164 -3.719
H 1.662 -3.849 -2.541
H -0.561 -4.713 -3.183
H -0.218 -4.464 -4.858
H -0.052 -2.050 -4.653
H -0.267 -2.148 -2.863
H -2.244 -2.268 -6.047
H -3.617 -2.981 -5.141
H -2.200 -4.026 -5.424
H -2.816 -4.202 -2.997
H -2.040 -2.949 -1.961
H -4.746 -2.929 -3.248
H -4.200 -2.511 -1.585
H -4.538 -0.670 -3.858
H -3.775 -0.222 -2.389
H -2.401 -0.462 -4.754
H -1.676 -0.607 -3.078
*
```

Calculated total energy, Eh: -2258.1998
Molecular weight, g/mol: 723.2
Maximum force, eV/A: 1.85
LUMO, eV: -10.79
Orbital gap, eV: 8.93

Löwdin atomic charge list, values in e, 2 entries:
1 N -0.587
2 O -0.042

Question: Look up the calculated total energy of the first one.
Answer: -1019.8460 Eh

Question: Among the records above, which one has the highest maximum force?
Answer: C5H6INOS

Question: What is the formula in the fifth record?
Answer: C38H52N11OPS6W